A cluster of 2 separate species, H4I2OSi2 in total at a distorted geometry. Source: OMol25; level of theory: wB97M-V/def2-TZVPD.

Structure (XYZ):
```
9
Properties=species:S:1:pos:R:3:forces:R:3:mulliken_charge:R:1
I -3.2802 1.3323 0.2153 -0.2 0.1 0.0 -0.01
Si -1.9713 -0.1978 -1.1161 1.3 0.1 1.0 0.26
I -1.5962 -2.2575 0.2049 -0.3 0.2 -0.4 -0.07
H -0.5652 0.3202 -1.0700 -0.5 0.0 -0.4 -0.10
H -2.5190 -0.3038 -2.4527 -0.2 -0.3 -0.3 -0.08
O 2.1345 1.2627 -0.1010 0.6 0.2 -1.3 -0.41
Si 1.7149 0.6069 1.1744 -1.7 0.1 2.7 0.48
H 1.6352 -0.8668 1.5774 0.3 0.8 -0.4 -0.04
H 1.0670 1.5336 2.3009 0.8 -1.1 -1.0 -0.03
```
Forces are in eV/Å.

Values from the calculation:
E in hartree: -1252.0289
Lowest unoccupied orbital energy in Eh: -0.0154
Energy above the lowest of the compared OMol25 structures with the same formula, charge and spin in eV: 2.592
SMILES string: I[SiH2]I.O=[SiH2]
HOMO level in eV: -9.865
Frontier orbital gap in eV: 9.45
Strongest force on any atom in Eh/bohr: 0.062
Molar mass in u: 330.011


The molecule H4IN2P at a distorted geometry. Source: OMol25; level of theory: wB97M-V/def2-TZVPD.

Structure (XYZ):
```
8
Properties=species:S:1:pos:R:3:forces:R:3:mulliken_charge:R:1
N 0.2141 -1.3950 0.1693 0.2 0.0 -0.5 -0.44
N 0.3939 1.2907 0.1883 -0.7 -1.1 -0.1 -0.67
P -0.4380 -0.2038 -0.8185 1.9 0.5 0.4 0.08
I -2.6395 0.2243 -0.0213 -1.4 0.6 0.3 -0.02
H 1.0065 -1.2412 0.7631 0.5 0.4 0.1 0.25
H 0.2147 -2.3232 -0.2125 -0.3 -0.3 0.0 0.26
H 1.3388 1.4830 -0.1143 0.4 -0.3 -0.3 0.28
H -0.0905 2.1653 0.0458 -0.5 0.2 -0.1 0.27
```
Forces are in eV/Å.

Values from the calculation:
E in hartree: -750.8398
Lowest unoccupied orbital energy (alpha / beta) in Eh: 0.0215 / -0.0939
HOMO level (alpha / beta) in eV: -4.970 / -9.498
Frontier orbital gap (alpha / beta) in eV: 5.56 / 6.94
Strongest force on any atom in Eh/bohr: 0.039
Multiplicity: 3
Molar mass in u: 189.924


The molecule H4N2O2S at a distorted geometry. Source: OMol25; level of theory: wB97M-V/def2-TZVPD.

Structure (XYZ):
```
9
Properties=species:S:1:pos:R:3:forces:R:3:mulliken_charge:R:1
N 0.8397 1.6314 1.0470 -0.2 -2.6 -1.0 -0.53
S 0.2266 0.4155 0.5124 -0.2 2.0 -1.2 0.76
N 0.3074 -0.3901 -1.2890 0.6 -2.3 4.5 -0.60
O -1.4370 0.5675 0.5504 1.0 -2.1 -1.0 -0.45
O 0.4290 -1.0862 1.1204 -0.1 1.7 0.1 -0.41
H 0.2537 0.1445 -2.0858 -0.1 2.2 -1.7 0.20
H 1.1256 -1.0596 -1.3555 -1.1 1.5 0.4 0.26
H -1.6667 1.3734 1.0107 0.5 0.6 0.3 0.36
H -0.0782 -1.5965 0.4894 -0.4 -0.9 -0.4 0.41
```
Forces are in eV/Å.

Values from the calculation:
E in hartree: -660.4284
Lowest unoccupied orbital energy in Eh: -0.0020
Energy above the lowest of the compared OMol25 structures with the same formula, charge and spin in eV: 3.974
SMILES string: N#S(N)(O)O
HOMO level in eV: -9.753
Frontier orbital gap in eV: 9.70
Strongest force on any atom in Eh/bohr: 0.099
Molar mass in u: 96.111


A cluster of 3 separate species, H4N2O3 in total at a distorted geometry. Source: OMol25; level of theory: wB97M-V/def2-TZVPD.

Structure (XYZ):
```
9
Properties=species:S:1:pos:R:3:forces:R:3:mulliken_charge:R:1
N 1.2154 0.0667 -0.5371 -0.9 0.5 0.8 -0.11
N -0.9268 -0.1797 0.1895 0.6 0.7 -0.1 -0.18
O 0.0353 -0.4427 -0.8134 -0.1 0.2 -0.1 -0.03
O 1.6249 -0.4384 0.7246 0.0 0.2 -0.2 -0.38
O -2.1142 -0.1734 -0.5008 0.4 0.0 0.1 -0.35
H 2.5782 -0.5384 0.5968 -0.1 0.0 0.0 0.37
H -2.6756 -0.7919 -0.0100 0.1 0.1 0.0 0.39
H 0.5677 1.3208 0.0206 0.6 -0.8 -0.5 0.18
H -0.3049 1.1770 0.3298 -0.6 -0.9 0.0 0.12
```
Forces are in eV/Å.

Values from the calculation:
E in hartree: -337.3069
Lowest unoccupied orbital energy in Eh: -0.0057
Energy above the lowest of the compared OMol25 structures with the same formula, charge and spin in eV: 2.518
HOMO level in eV: -9.276
Frontier orbital gap in eV: 9.12
Strongest force on any atom in Eh/bohr: 0.025
Molar mass in u: 80.043


A cluster of 2 separate species, H4N2O3P in total at a distorted geometry. Source: OMol25; level of theory: wB97M-V/def2-TZVPD.

Structure (XYZ):
```
10
Properties=species:S:1:pos:R:3:forces:R:3:mulliken_charge:R:1
N -0.1977 -1.2030 -0.6515 -1.7 -0.5 -0.5 -0.69
N 0.7029 1.4238 0.1623 4.9 9.8 -0.2 -0.52
O 1.6084 -1.0854 1.3710 -2.7 -1.4 -1.9 -0.68
O 0.5952 -3.3524 0.4956 0.0 -1.6 0.9 -0.65
O 0.1632 2.2620 -0.9551 0.3 -1.4 0.6 -0.44
P 0.5928 -1.8895 0.5070 3.1 1.4 0.6 0.75
H -0.8397 -1.9505 -1.0761 1.4 1.4 0.8 0.21
H 0.4061 0.6014 0.2285 -5.3 -8.3 -0.4 0.46
H 1.6799 1.1146 -0.0662 -0.8 1.5 -0.3 0.26
H -0.5279 2.8558 -0.5884 1.0 -1.0 0.4 0.30
```
Forces are in eV/Å.

Values from the calculation:
E in hartree: -679.0031
Lowest unoccupied orbital energy in Eh: 0.1473
Net charge: -1
Energy above the lowest of the compared OMol25 structures with the same formula, charge and spin in eV: 2.315
HOMO level in eV: -5.041
Frontier orbital gap in eV: 9.05
Strongest force on any atom in Eh/bohr: 0.212
Molar mass in u: 111.017